Entry 1:
Computed, not measured: a structure of composition C6H5Br2Cl, with ωB97M-V/def2-TZVPD.

```
! RIJCOSX wB97M-V def2-TZVPD def2/J DEFGRID3
* xyz 0 1
C -0.692 1.211 -0.679
C -0.336 1.414 0.592
C -0.858 -0.134 -1.146
C 0.118 0.399 1.401
C -0.015 -1.136 -0.992
C 1.159 -0.370 1.111
Cl -0.562 -2.705 -1.662
Br 1.663 -2.022 1.882
Br 2.706 0.397 0.144
H -1.315 1.944 -1.189
H -0.479 2.475 0.902
H -1.748 -0.407 -1.712
H -0.618 -0.037 2.017
H 0.977 -1.030 -0.670
*
```

The calculation puts the HOMO energy at -9.070 eV. For the energy relative to the best compared isomer or geometry (same formula, charge and spin), the calculation gives 13.08 kcal per mole.

---

Entry 2:
Computed, not measured: a cluster of 2 separate species, C3H8NO2S in total, with ωB97M-V/def2-TZVPD.

```
! RIJCOSX wB97M-V def2-TZVPD def2/J DEFGRID3
* xyz -1 1
C -1.294 -0.729 0.512
C 0.102 -1.316 0.676
S 1.019 -1.518 -0.892
C -1.288 0.759 0.774
N -0.912 1.514 -0.290
O -1.690 1.263 1.817
H -2.023 -1.163 1.200
H -1.707 -0.941 -0.473
H 0.030 -2.307 1.125
H 0.648 -0.770 1.452
H -0.770 2.502 -0.181
H -0.365 1.040 -0.995
H 1.713 0.660 -1.607
H 2.678 1.215 -0.590
O 2.109 1.510 -1.315
*
```

The calculation puts the HOMO energy at -3.175 eV. For the energy relative to the best compared isomer or geometry (same formula, charge and spin), the calculation gives 13.18 kcal per mole.

---

Entry 3:
Computed, not measured: a cluster of 3 separate species, C4H13NO2 in total, with ωB97M-V/def2-TZVPD.

```
! RIJCOSX wB97M-V def2-TZVPD def2/J DEFGRID3
* xyz 0 1
C -1.273 0.635 -2.024
C -0.770 0.300 -0.639
C 0.761 0.503 -0.730
N 1.119 0.432 -2.153
C -0.105 0.328 -2.965
H -2.167 0.100 -2.320
H -1.545 1.692 -2.159
H -1.163 0.964 0.143
H -0.992 -0.715 -0.343
H 1.220 -0.323 -0.199
H 1.135 1.454 -0.357
H 1.679 -0.394 -2.313
H -0.034 1.011 -3.814
H -0.198 -0.664 -3.397
O 5.092 -1.196 3.875
H 4.338 -1.383 3.313
H 4.821 -1.416 4.778
O -3.670 -0.684 3.640
H -3.663 0.268 3.800
H -4.584 -0.912 3.864
*
```

The calculation puts the HOMO energy at -8.589 eV. The SMILES is C1CCNC1.O.O. For the energy relative to the best compared isomer or geometry (same formula, charge and spin), the calculation gives 19.24 kcal per mole.

---

Entry 4:
Computed, not measured: a cluster of 2 separate species, C6H14O2 in total, with ωB97M-V/def2-TZVPD.

```
! RIJCOSX wB97M-V def2-TZVPD def2/J DEFGRID3
* xyz 0 1
C 2.517 0.635 -1.569
C 1.704 1.458 -0.967
C 0.191 1.265 -1.203
C -0.295 0.236 -0.178
C -0.617 0.634 1.246
C -1.097 -0.546 2.060
O -2.484 -0.557 2.359
H 2.237 0.093 -2.391
H 3.539 0.537 -1.168
H 1.902 2.062 -0.140
H 0.124 1.005 -2.323
H -0.547 1.992 -0.954
H 0.487 -0.589 -0.264
H -1.164 -0.122 -0.764
H -1.453 1.507 1.365
H 0.301 0.931 1.644
H -0.378 -0.582 3.011
H -0.823 -1.552 1.474
H -2.706 0.308 2.851
O -0.241 -3.209 -1.209
H -1.235 -3.192 -1.443
H 0.040 -2.314 -1.439
*
```

The calculation puts the HOMO energy at -9.791 eV. The SMILES is C=CCCCCO.O. For the energy relative to the best compared isomer or geometry (same formula, charge and spin), the calculation gives 79.02 kcal per mole.

---

Entry 5:
Computed, not measured: an isolated molecule of C4H4O3, with ωB97M-V/def2-TZVPD.

```
! RIJCOSX wB97M-V def2-TZVPD def2/J DEFGRID3
* xyz 0 1
O -1.961 -1.315 -0.506
C -1.047 -0.667 -0.152
C -0.029 -1.104 1.010
O 1.247 -0.277 0.742
C 0.755 0.940 -0.060
O 1.468 1.886 -0.312
C -0.447 0.649 -0.726
H -0.492 -0.642 2.026
H 0.239 -2.385 1.009
H -1.054 1.422 -1.031
H -0.118 0.348 -1.819
*
```

The calculation puts the HOMO energy at -10.206 eV. The SMILES is O=C1COC(=O)C1. For the energy relative to the best compared isomer or geometry (same formula, charge and spin), the calculation gives 51.77 kcal per mole.

---

Entry 6:
Computed, not measured: a structure of composition C30H42I2N2Ru, with ωB97M-V/def2-TZVPD.

```
! RIJCOSX wB97M-V def2-TZVPD def2/J DEFGRID3
* xyz 1 6
Ru 0.402 0.205 -0.234
C 2.289 1.397 0.700
C 1.363 2.306 0.096
C 0.202 2.344 0.964
C 0.481 1.453 2.038
C 1.764 0.902 1.920
C 2.520 0.198 3.029
C 3.445 1.249 3.666
C 1.565 -0.323 4.104
C 3.383 -0.957 2.524
C -0.964 3.327 1.173
C -0.469 4.357 2.209
C -1.468 4.114 -0.035
C -2.182 2.601 1.768
C 1.747 3.109 -1.150
C 1.997 4.573 -0.761
C 3.058 2.576 -1.751
C 0.700 3.006 -2.261
H 3.266 1.177 0.304
H -0.197 1.262 2.853
H 2.871 2.110 4.011
H 4.186 1.605 2.948
H 3.974 0.821 4.520
H 1.043 0.492 4.606
H 2.124 -0.871 4.864
H 0.811 -0.996 3.688
H 4.020 -0.647 1.692
H 2.771 -1.810 2.220
H 4.048 -1.309 3.315
H 0.379 4.926 1.826
H -0.154 3.865 3.129
H -1.268 5.061 2.452
H -0.696 4.718 -0.505
H -2.247 4.799 0.304
H -1.919 3.475 -0.790
H -2.000 2.240 2.779
H -2.479 1.749 1.153
H -3.026 3.290 1.826
H 2.803 4.633 -0.028
H 1.122 5.050 -0.326
H 2.295 5.151 -1.638
H 3.903 2.701 -1.074
H 3.285 3.135 -2.660
H 2.981 1.518 -2.020
H -0.263 3.426 -1.988
H 0.554 1.957 -2.541
H 1.053 3.533 -3.151
C -2.628 1.058 -1.993
N -1.946 0.219 -0.986
C -2.650 -0.714 -0.455
C -2.036 -1.616 0.476
C -2.612 -2.749 1.144
C -1.610 -3.296 1.875
C -0.436 -2.466 1.628
N -0.713 -1.475 0.809
C -2.652 0.401 -3.353
C -1.765 0.836 -4.335
C -1.748 0.234 -5.587
C -2.618 -0.808 -5.865
C -3.520 -1.232 -4.899
C -3.541 -0.626 -3.652
H -2.072 1.986 -2.066
H -3.636 1.283 -1.635
H -3.703 -0.860 -0.690
H -3.636 -3.074 1.058
H -1.640 -4.161 2.516
H 0.556 -2.607 2.032
H -1.099 1.662 -4.122
H -1.058 0.582 -6.345
H -2.606 -1.279 -6.839
H -4.220 -2.025 -5.124
H -4.277 -0.942 -2.922
I 0.368 -1.247 -3.045
C 1.980 -2.504 -2.494
I 2.787 -1.935 -0.631
H 2.750 -2.436 -3.253
H 1.599 -3.515 -2.415
*
```

The calculation puts the HOMO energy (alpha / beta) at -9.531 / -11.006 eV. For the energy relative to the best compared isomer or geometry (same formula, charge and spin), the calculation gives 14.82 kcal per mole.

---

Entry 7:
Computed, not measured: a structure of composition ClO4Sr, with ωB97M-V/def2-TZVPD.

```
! RIJCOSX wB97M-V def2-TZVPD def2/J DEFGRID3
* xyz 1 1
Sr -16.145 0.757 -4.865
Cl -18.751 3.013 -4.731
O -18.068 2.265 -3.693
O -20.114 2.593 -4.899
O -18.680 4.408 -4.579
O -18.030 2.750 -6.028
*
```

The calculation puts the HOMO energy at -13.684 eV. For the energy relative to the best compared isomer or geometry (same formula, charge and spin), the calculation gives 11.20 kcal per mole.

---

Entry 8:
Computed, not measured: a cluster of 2 separate species, C5H7F2N2 in total, with ωB97M-V/def2-TZVPD.

```
! RIJCOSX wB97M-V def2-TZVPD def2/J DEFGRID3
* xyz 1 1
C -1.056 -0.680 -1.482
C -1.539 -1.003 -0.255
C 0.273 0.231 0.031
C 1.378 0.982 0.650
C -3.346 -3.464 1.660
N 0.061 0.083 -1.279
N -0.698 -0.431 0.661
F -3.663 -3.523 2.921
F -4.292 -4.087 1.020
H -1.419 -0.925 -2.459
H 2.033 0.314 1.209
H 1.968 1.490 -0.107
H 0.995 1.725 1.349
H -2.376 -1.608 0.039
H 0.643 0.473 -2.007
H -0.812 -0.510 1.662
*
```

The calculation puts the HOMO energy at -14.162 eV. For the energy relative to the best compared isomer or geometry (same formula, charge and spin), the calculation gives 16.41 kcal per mole.